# 1
27
Properties=species:S:1:pos:R:3 method="wB97M-V/def2-TZVPD" total_charge=0 homo_ev=-9.83 multiplicity=1 e_above_lowest_ev=3.0982 smiles=O.O.O.O.O.O.O.O.O homo_lumo_gap_ev=9.30
O -11.41 -14.05 -5.78
H -11.80 -13.33 -5.29
H -11.95 -14.80 -5.48
O -10.10 -12.73 -7.71
H -10.74 -13.09 -7.06
H -9.37 -12.54 -7.17
O -12.60 -14.00 -8.33
H -12.98 -13.79 -7.51
H -12.27 -14.89 -8.16
O -15.72 -13.56 -8.40
H -15.21 -14.30 -8.71
H -15.22 -12.84 -8.70
O -13.27 -13.14 -11.37
H -13.48 -13.91 -10.88
H -14.12 -12.98 -11.80
O -14.06 -11.11 -6.96
H -14.55 -10.46 -6.48
H -13.59 -11.56 -6.21
O -12.31 -17.94 -9.78
H -11.61 -18.61 -9.94
H -11.97 -17.47 -9.01
O -11.52 -16.46 -7.48
H -12.11 -17.09 -7.08
H -10.67 -16.79 -7.25
O -10.24 -13.92 -10.26
H -10.41 -13.67 -9.36
H -11.07 -14.23 -10.63


# 2
27
Properties=species:S:1:pos:R:3 method="wB97M-V/def2-TZVPD" total_charge=0 homo_ev=-10.60 multiplicity=1 e_above_lowest_ev=2.1319 smiles=O.O.O.O.O.O.O.O.O homo_lumo_gap_ev=10.30
O -7.34 20.20 -24.28
H -7.37 19.28 -23.97
H -6.41 20.43 -24.36
O -11.91 19.96 -19.52
H -11.19 19.43 -19.88
H -11.84 20.81 -19.96
O -13.34 17.56 -22.86
H -13.06 18.47 -22.70
H -14.19 17.49 -22.41
O -7.33 18.40 -19.40
H -8.03 19.01 -19.65
H -6.53 18.94 -19.36
O -8.77 20.82 -20.21
H -8.91 21.08 -19.29
H -8.21 21.51 -20.58
O -7.76 16.51 -21.61
H -8.56 17.03 -21.73
H -7.25 16.99 -20.95
O -9.54 21.82 -23.64
H -8.81 21.27 -23.97
H -9.23 22.73 -23.65
O -9.59 19.06 -22.32
H -9.34 19.69 -21.62
H -10.30 19.50 -22.79
O -9.36 17.21 -25.24
H -9.59 17.45 -24.34
H -9.75 16.34 -25.36


# 3
29
Properties=species:S:1:pos:R:3 method="wB97M-V/def2-TZVPD" total_charge=-1 homo_ev=-6.68 multiplicity=1 e_above_lowest_ev=2.8194 homo_lumo_gap_ev=9.15
O 47.15 8.22 42.57
H 47.11 8.78 43.39
O 47.72 7.83 46.74
H 47.30 8.24 46.06
H 48.36 7.21 46.19
O 45.59 7.75 44.68
H 45.31 6.86 44.74
H 46.12 7.67 43.85
O 48.58 11.59 44.46
H 48.24 12.46 44.47
H 47.68 11.08 44.68
O 45.73 6.30 41.40
H 45.27 6.86 40.84
H 46.22 7.14 41.66
O 49.04 10.25 41.98
H 48.38 9.67 42.59
H 48.89 10.96 42.62
O 47.91 8.19 40.08
H 47.74 7.98 40.99
H 47.78 9.17 39.87
O 48.60 6.10 43.48
H 47.95 6.72 43.26
H 49.30 6.39 42.88
O 45.73 10.23 41.31
H 45.43 10.83 41.95
H 46.00 9.39 41.78
O 46.04 10.67 45.71
H 46.01 9.85 45.44
H 45.66 11.27 44.97


# 4
29
Properties=species:S:1:pos:R:3 method="wB97M-V/def2-TZVPD" total_charge=-1 homo_ev=-6.34 multiplicity=1 e_above_lowest_ev=1.6824 homo_lumo_gap_ev=9.46
O -2.57 2.51 -0.55
H -2.04 1.89 0.01
H -2.53 2.53 -1.51
O 0.30 3.55 -0.57
H 0.13 2.64 -0.22
H 1.11 3.37 -1.06
O 1.20 -2.42 -0.31
H 1.70 -2.04 0.42
H 0.21 -2.19 0.03
O -0.62 1.35 0.83
H -1.42 -1.12 -0.24
H -1.09 1.35 1.71
O -0.79 -1.09 0.49
H 1.99 -0.38 -1.69
H -0.54 0.27 0.81
O 1.25 -0.97 2.75
H 1.56 -0.15 2.37
H 0.45 -0.76 3.22
O 0.51 0.95 -1.61
H -0.03 0.34 -1.10
H 0.04 1.59 -2.13
O 2.93 -0.17 -1.63
H 2.84 0.75 -1.29
H -1.25 -1.04 2.18
O -2.05 -0.74 2.65
H -2.49 -1.61 2.67
O 0.28 -2.94 -2.46
H 0.10 -2.10 -2.03
H 0.82 -3.38 -1.76


# 5
32
Properties=species:S:1:pos:R:3 method="wB97M-V/def2-TZVPD" total_charge=0 homo_ev=-6.38 multiplicity=1 e_above_lowest_ev=3.2011 homo_lumo_gap_ev=4.64
O -1.41 -2.64 -1.59
H -2.17 -2.47 -2.15
H -1.25 -1.92 -0.97
H -1.60 -3.43 -1.07
O -3.12 0.86 -0.87
H -3.62 0.33 -1.49
H -2.76 1.68 -1.23
H -2.41 0.37 -0.44
O 1.07 0.49 -0.21
H 0.17 0.16 -0.24
H 1.12 0.77 0.71
H 1.69 -0.23 -0.34
P -1.37 -0.80 1.28
O -0.56 -2.06 1.67
O -0.90 0.37 2.17
O -2.91 -1.04 1.44
O -1.18 -0.43 -0.16
O 0.42 1.14 -3.23
H 0.76 0.24 -3.16
H -0.52 1.03 -3.34
O 3.01 2.14 0.91
H 3.38 2.83 0.36
H 2.71 2.60 1.70
O 1.74 -0.61 2.65
H 0.82 -0.73 2.43
H 1.75 -0.44 3.59
O 2.56 -1.54 -0.81
H 2.23 -2.44 -0.88
H 3.51 -1.63 -0.78
O -0.56 2.67 1.07
H 0.13 2.95 1.67
H -0.74 1.76 1.32


# 6
28
Properties=species:S:1:pos:R:3 method="wB97M-V/def2-TZVPD" total_charge=0 homo_ev="-2.84 / -10.35" multiplicity=2 e_above_lowest_ev=1.3623 homo_lumo_gap_ev="2.99 / 10.31"
O -1.15 -0.22 -0.69
H -1.10 0.70 -0.40
H 2.57 0.31 -0.28
O -1.76 2.34 -0.07
H -2.55 2.77 0.26
O 0.71 -1.80 -1.20
H -2.04 1.94 -2.99
H 1.22 -0.87 -0.80
O -2.58 1.15 -2.90
H 0.03 -2.16 -0.60
H -1.07 2.25 0.59
O 3.67 -0.71 1.78
H 3.41 1.51 -2.91
H 4.28 -1.44 1.65
O 2.55 1.10 -2.83
H 2.38 0.38 -3.44
H 3.19 -0.76 2.61
O -0.79 -0.41 3.91
H -2.10 -0.35 -0.81
H -1.11 -0.05 4.74
O -2.47 -1.95 2.48
H -2.95 1.21 -3.79
H 0.13 -0.67 3.89
O 1.64 0.47 -0.50
H -3.30 -1.89 2.95
H -1.72 -1.58 2.98
H 0.50 -1.97 -2.18
H 1.41 1.12 -1.17


# 7
2
Properties=species:S:1:pos:R:3 method="wB97M-V/def2-TZVPD" total_charge=0 homo_ev=-10.08 multiplicity=1 e_above_lowest_ev=5.6285 homo_lumo_gap_ev=7.33
H -0.79 -0.75 0.20
H 0.79 0.75 -0.20


# 8
2
Properties=species:S:1:pos:R:3 method="wB97M-V/def2-TZVPD" total_charge=0 homo_ev=-14.28 multiplicity=1 e_above_lowest_ev=0.0192 smiles=[H][H] homo_lumo_gap_ev=16.80
H 0.22 -0.26 0.18
H -0.22 0.26 -0.18


# 9
2
Properties=species:S:1:pos:R:3 method="wB97M-V/def2-TZVPD" total_charge=0 homo_ev=-15.29 multiplicity=1 e_above_lowest_ev=0.3533 smiles=[H][H] homo_lumo_gap_ev=18.09
H -0.10 -0.29 0.03
H 0.10 0.29 -0.03


# 10
32
Properties=species:S:1:pos:R:3 method="wB97M-V/def2-TZVPD" total_charge=0 homo_ev=-10.48 multiplicity=1 e_above_lowest_ev=0.0000 homo_lumo_gap_ev=10.25
Ne -0.32 12.39 9.61
Kr 0.50 15.12 10.84
O -0.89 13.50 13.78
H 0.04 13.34 13.61
H -1.20 12.69 14.19
O 2.60 16.26 14.38
H 1.83 16.69 14.00
H 2.57 15.37 14.04
O -1.53 16.61 8.37
H -0.90 17.31 8.53
H -2.00 16.51 9.20
O 3.81 14.73 8.58
H 4.72 15.00 8.52
H 3.32 15.46 8.19
O 2.03 17.09 7.62
H 1.34 17.26 8.25
H 2.74 17.68 7.88
O 3.80 13.60 11.33
H 3.57 14.03 10.51
H 4.31 12.83 11.07
O -1.83 15.97 14.52
H -1.36 15.22 14.15
H -2.53 16.15 13.90
O 0.17 18.73 9.37
H 0.27 19.49 8.79
H 0.73 18.94 10.13
O -0.42 14.61 6.86
H 0.15 14.10 7.43
H -0.70 15.35 7.40
O 2.02 13.44 13.65
H 2.74 13.35 13.03
H 2.13 12.71 14.26


The highest multiplicity belongs to which entry? H19O9